Entry 1:
{"formula": "C17H19BBeN6O2", "method": "wB97M-V/def2-TZVPD", "spin_multiplicity": 1, "gap_ev": 7.512, "de_lowest_ev": 2.053, "homo_ha": -0.302, "lumo_energy_ev": -0.7, "species": ["H", "N", "B", "N", "C", "Be", "H", "C", "H", "C", "H", "C", "H", "H", "H", "N", "N", "N", "N", "C", "C", "H", "H", "C", "C", "C", "C", "H", "H", "H", "H", "H", "O", "C", "O", "C", "C", "C", "C", "C", "C", "H", "H", "H", "H", "H"], "positions_angstrom": [[-0.161, -2.020, -2.308], [-0.600, -0.074, -1.665], [-1.250, 2.302, -1.432], [-1.358, 0.937, -2.181], [-1.988, 0.528, -3.301], [1.128, 0.756, 0.638], [-2.654, 1.198, -3.831], [-1.602, -0.789, -3.531], [-1.900, -1.432, -4.338], [-0.717, -1.113, -2.480], [-1.792, 3.185, -2.024], [2.123, 0.609, 1.633], [2.685, 0.041, 0.871], [1.785, 0.158, 2.567], [2.446, 1.596, 1.957], [0.272, 2.501, -1.275], [-1.824, 2.073, -0.007], [1.084, 1.698, -0.473], [-1.097, 1.316, 0.919], [1.051, 3.313, -1.993], [-3.001, 2.409, 0.532], [0.636, 4.049, -2.621], [-3.677, 3.073, 0.009], [2.372, 3.006, -1.729], [-3.080, 1.835, 1.809], [2.394, 1.976, -0.837], [-1.921, 1.107, 1.991], [3.231, 3.474, -2.124], [-3.863, 1.948, 2.526], [3.210, 1.454, -0.426], [-1.531, 0.508, 2.790], [-0.277, 1.781, 1.398], [1.697, -1.799, -0.650], [0.920, -1.734, 0.306], [0.384, -0.645, 0.776], [0.652, -3.040, 1.028], [-0.293, -3.116, 2.052], [-0.426, -4.262, 2.851], [0.380, -5.382, 2.604], [1.307, -5.359, 1.541], [1.434, -4.200, 0.757], [-0.911, -2.236, 2.219], [-1.158, -4.270, 3.667], [0.282, -6.272, 3.232], [1.930, -6.243, 1.335], [2.151, -4.171, -0.068]], "forces_ev_per_angstrom": [[-0.03, 0.06, 0.10], [-0.10, 0.25, -0.49], [0.41, -1.74, -0.76], [0.17, -0.31, 0.60], [0.12, -0.53, -0.18], [-6.62, -4.34, -2.88], [0.12, -0.18, -0.04], [-0.26, 0.36, -0.15], [-0.08, 0.05, -0.11], [-0.66, 0.98, -0.16], [-0.02, 0.16, 0.17], [4.82, 1.75, 6.92], [0.64, -0.10, 1.07], [0.55, -0.82, -0.46], [1.51, -0.02, -0.25], [1.34, -0.19, 1.51], [0.29, 0.97, 1.57], [1.71, 4.15, -5.31], [-1.63, 1.11, 0.71], [0.34, -0.93, 0.81], [1.44, -0.61, -0.08], [-0.43, 0.56, -0.62], [-0.02, -0.38, -0.08], [0.30, 0.38, -0.69], [0.05, -0.69, 0.34], [-3.11, 0.72, 0.08], [-0.67, 0.94, -0.57], [0.59, 0.41, -0.52], [-0.41, -0.09, 0.07], [0.62, -0.31, 0.45], [-0.05, 0.04, 0.34], [-0.26, -0.33, -1.29], [-0.12, 0.59, 0.33], [0.24, -0.02, -0.35], [-0.33, -2.53, -0.47], [-0.01, -0.99, 0.57], [0.15, -0.14, 0.13], [0.17, -0.04, -0.34], [0.05, 0.31, -0.25], [-0.39, 0.47, 0.07], [-0.28, 0.31, 0.22], [0.10, -0.17, 0.13], [0.31, -0.07, -0.35], [0.06, 0.31, -0.24], [-0.34, 0.52, 0.08], [-0.26, 0.10, 0.35]], "nbo_charge": [0.2301, -0.2959, 0.5446, -0.3582, -0.0468, 1.6539, 0.2082, -0.3604, 0.2199, -0.0413, -0.0260, -1.4939, 0.2422, 0.2362, 0.2001, -0.2882, -0.2566, -0.5771, -0.3486, 0.0380, 0.1014, 0.2257, 0.2476, -0.3412, -0.3376, 0.0294, 0.0737, 0.2328, 0.2480, 0.2412, 0.2530, 0.4344, -0.6908, 0.7650, -0.9053, -0.0741, -0.1989, -0.2340, -0.2093, -0.2323, -0.1850, 0.2092, 0.2082, 0.2099, 0.2137, 0.2351]}

=====

Entry 2:
{"formula": "C5H9NO", "method": "wB97M-V/def2-TZVPD", "spin_multiplicity": 1, "gap_ev": 11.480, "de_lowest_ev": 1.219, "homo_ha": -0.388, "smiles": "C[C@H](C#N)CCO", "lumo_energy_ev": 0.9, "species": ["C", "C", "C", "N", "C", "C", "O", "H", "H", "H", "H", "H", "H", "H", "H", "H"], "positions_angstrom": [[1.901, -1.046, -0.148], [0.935, 0.148, -0.061], [0.833, 0.592, 1.339], [0.731, 0.930, 2.444], [-0.453, -0.230, -0.662], [-1.693, 0.265, 0.072], [-1.976, 1.580, -0.366], [1.959, -1.395, -1.184], [1.534, -1.871, 0.473], [2.903, -0.777, 0.197], [1.355, 0.997, -0.616], [-0.505, 0.166, -1.682], [-0.507, -1.323, -0.732], [-1.526, 0.244, 1.159], [-2.528, -0.418, -0.148], [-2.591, 1.980, 0.260]], "forces_ev_per_angstrom": [[0.04, -0.01, -0.01], [-0.07, 0.04, -0.03], [-0.15, 0.39, 1.18], [0.16, -0.43, -1.33], [-0.03, -0.03, 0.03], [0.14, -0.41, 0.15], [-0.13, 0.26, 0.15], [0.02, 0.08, 0.16], [0.06, 0.15, -0.12], [-0.13, -0.03, -0.07], [-0.10, -0.16, 0.11], [0.02, -0.16, 0.12], [0.03, 0.15, 0.06], [-0.08, -0.04, -0.21], [0.09, 0.19, -0.04], [0.12, 0.01, -0.15]], "nbo_charge": [-0.5849, -0.3301, 0.2950, -0.3408, -0.4051, -0.0689, -0.7247, 0.2155, 0.2145, 0.2222, 0.2475, 0.2306, 0.2112, 0.1800, 0.1634, 0.4744]}

=====

Entry 3:
{"formula": "CH4F2P2", "method": "wB97M-V/def2-TZVPD", "spin_multiplicity": 1, "gap_ev": 10.814, "de_lowest_ev": 0.744, "homo_ha": -0.366, "smiles": "FC(F)(P)P", "lumo_energy_ev": 0.8, "species": ["F", "C", "F", "P", "P", "H", "H", "H", "H"], "positions_angstrom": [[-1.136, 1.058, -0.811], [-0.440, 0.251, 0.104], [-0.783, 0.902, 1.264], [1.418, 0.534, -0.140], [-1.021, -1.537, 0.031], [1.735, 0.258, 1.228], [1.292, 2.053, -0.189], [0.170, -2.053, -0.181], [-1.235, -1.466, -1.306]], "forces_ev_per_angstrom": [[0.51, -1.12, -0.31], [0.13, 2.01, -0.17], [-0.16, -0.84, 0.71], [-0.28, 1.08, -0.63], [-2.35, 1.10, 1.62], [-0.16, 0.50, -0.31], [0.19, -1.85, 0.60], [2.52, -0.99, -0.18], [-0.39, 0.11, -1.34]], "nbo_charge": [-0.3722, 0.2238, -0.3662, 0.2234, 0.3085, 0.0001, 0.0208, -0.0336, -0.0045]}